[1]
Below is C7H19GaNOTi as an isolated structure in a non-equilibrium geometry, with properties calculated with ωB97M-V with the def2-TZVPD basis set.

```
! wB97M-V def2-TZVPD RIJCOSX def2/J DEFGRID3
* xyz 1 1
H -0.41943 -1.77724 1.91599
N 0.18008 3.05030 0.39104
H -2.58515 -1.30260 -1.19767
H 2.58639 -0.37388 0.27242
H 1.07205 0.01755 2.69288
Ga 1.43179 1.88189 -0.47936
H 2.70208 2.72381 -0.96783
H 0.23928 1.63407 -2.59348
Ti -3.92169 0.43174 -0.46354
H -0.47892 3.47263 -0.25779
H -0.37311 2.70620 1.17058
H -1.54656 0.96983 0.48055
C 0.52732 -2.17261 -0.01914
H -2.00127 -1.37977 0.49472
C -0.46814 -1.66011 -1.06944
H -0.65425 0.88531 -1.05230
O 0.58833 1.03414 -1.92998
H 0.43006 -3.25766 0.09071
H 0.00084 0.52554 1.42490
H 1.27341 -2.18939 1.93511
C -1.57431 0.52857 -0.53549
H 0.01092 -0.92362 -1.72249
H -0.74296 -2.50271 -1.71233
H -2.36983 1.03944 -1.13532
C 0.88732 -0.10224 1.61775
H 1.50689 -2.01603 -0.47692
H 2.82900 0.92870 1.42188
C 0.53313 -1.58551 1.39682
C -1.73878 -1.00878 -0.50772
C 2.07553 0.42241 0.81544
*
```

Values from the calculation:
Relative energy (zero: lowest compared OMol25 entry of this formula, charge and spin): 0.2667 eV
LUMO energy: -7.597 eV
M: 250.8 g/mol

[2]
Below is a 2-piece molecular cluster, C3H3NO3 overall in a non-equilibrium geometry, with properties calculated with ωB97M-V with the def2-TZVPD basis set.

```
! wB97M-V def2-TZVPD RIJCOSX def2/J DEFGRID3
* xyz 0 1
C -1.78103 -1.02943 0.48891
H -2.01002 0.53320 -0.40845
O 3.13137 -0.10119 0.21049
H -0.99725 1.93010 -1.13975
C 1.95469 -0.25618 0.24266
C -0.18454 0.28289 -0.16919
H 1.40827 -1.10094 0.69402
N -1.11824 1.04750 -0.64913
O 1.08835 0.67515 -0.32391
O -1.49160 -1.98109 1.05435
*
```

Values from the calculation:
Relative energy (zero: lowest compared OMol25 entry of this formula, charge and spin): 3.1030 eV
LUMO energy: 0.814 eV
M: 101.1 g/mol

[3]
Below is a 2-piece molecular cluster, C6H12NO5S overall in a non-equilibrium geometry, with properties calculated with ωB97M-V with the def2-TZVPD basis set.

```
! wB97M-V def2-TZVPD RIJCOSX def2/J DEFGRID3
* xyz 1 3
H -0.97095 4.26177 0.89695
H 2.08872 1.49605 -0.01030
H 1.48313 1.22920 -2.76619
C 0.93526 0.96701 -1.81346
H -2.47227 -4.01468 2.06032
C -1.55288 -4.25435 1.51491
N -1.25856 -3.17823 0.57062
O -0.61002 -0.44737 1.90508
H -1.85404 3.91658 -0.80098
H 2.86550 0.56318 -1.18146
C 1.50428 -0.64368 0.07042
H -0.90063 -4.52716 2.28442
O -0.17889 -2.64416 0.81629
H -0.21278 4.58372 -0.79099
O -0.20636 1.68648 0.70071
O -1.16395 -0.47658 -0.59950
H 0.19141 0.17042 -1.89805
C 1.97222 0.59823 -0.70015
H 2.03282 -0.89947 0.90061
C -0.25413 2.45559 -0.29431
C -0.79582 3.87825 -0.19506
S -0.25895 -0.31481 0.52395
H 1.62709 -1.39041 -0.71086
H -2.10883 -5.10538 0.99244
O 0.09863 2.08979 -1.47542
*
```

Values from the calculation:
Expectation value of S²: 2.0070
Relative energy (zero: lowest compared OMol25 entry of this formula, charge and spin): 1.8317 eV
LUMO energy (alpha / beta): -4.166 / -5.329 eV
M: 210.2 g/mol

[4]
Below is C30H46MnN4OP2S4 as an isolated structure in a non-equilibrium geometry, with properties calculated with ωB97M-V with the def2-TZVPD basis set.

```
! wB97M-V def2-TZVPD RIJCOSX def2/J DEFGRID3
* xyz 2 6
H -4.46794 1.86888 -1.24709
H 1.49266 -3.07030 -1.20362
H 1.37482 -2.99885 2.33181
H -0.18608 1.86245 -5.11099
C 0.23787 -6.21902 -1.42179
H 4.57592 4.05764 -3.46299
H 1.37487 -6.59395 2.73822
H -0.69818 -6.75031 -1.30163
C -2.86553 -0.69650 2.25332
C -2.00103 0.60078 -2.71628
S -1.39092 1.64866 2.80218
H -3.94196 4.37927 2.20900
C -3.56472 3.36373 2.09165
H 4.15181 1.35148 0.47664
N -0.84111 -2.96670 0.00797
H -1.76616 5.55034 0.26321
H -1.54533 -2.27516 -0.21108
H 3.21173 -4.14598 2.76924
C 0.04636 -2.58451 0.95870
C -4.63725 0.63247 0.52252
C 2.56741 -6.17847 -2.00457
C 3.69020 4.04187 -2.84200
H -2.41557 0.02322 4.21329
C 3.19637 1.40019 0.99864
S -3.26634 3.10348 0.30698
H -5.56068 2.50315 -0.01485
C 2.60388 -4.80818 -1.78538
C 3.43315 2.94536 -2.03461
C 1.43224 4.01456 -1.20656
C -0.70429 1.51674 -4.23194
N 0.69718 -3.44018 1.72727
H 1.35334 -7.94842 -2.00745
C 1.69132 5.10488 -2.03659
H 1.60764 3.96228 1.91340
H -5.34598 -0.02004 0.01412
H -1.43972 5.22397 -1.43926
C 0.38806 -4.81746 2.12640
C -1.78904 0.68105 -4.09364
H -4.35711 2.68085 2.39115
H 2.16197 -4.54298 4.15044
H -1.58310 3.97427 2.71361
H -0.16569 -4.77405 3.07014
H 2.63111 -0.80410 -0.67648
H -2.59297 3.32370 4.00557
C 0.98644 4.72560 1.44626
H -2.34967 0.19766 -4.87415
H -2.74786 0.03609 -2.18300
H 1.62325 5.53523 1.09276
H 3.17231 2.29847 1.61247
C 2.80529 5.11022 -2.86121
H 3.16621 0.29396 -1.96559
C -0.97077 -4.16123 -0.77572
C 0.28159 -4.84944 -1.16472
N -1.11139 1.33621 -2.04781
C -2.69222 0.44102 3.24644
C -0.97460 5.42629 -0.47466
P 0.06967 4.01299 0.02161
C 1.66706 -5.62770 2.32686
H 3.46059 -6.69577 -2.32887
H 3.40775 -5.66563 3.61326
C 2.29355 2.90144 -1.23316
H 3.51823 -4.25588 -1.95862
S 0.33306 -0.91415 1.20906
H 4.13465 2.12108 -2.03367
C 2.33571 0.02287 -1.31853
S -3.01753 -0.21681 0.50622
P 1.84538 1.42160 -0.23692
O -2.06292 -4.43228 -1.19084
H -3.74326 -1.28982 2.50944
H 0.42870 2.50320 -2.74573
H -3.61145 1.00787 3.37720
H 1.49027 -0.29462 -1.92987
H -1.99259 -1.34243 2.27151
H -4.94391 0.71705 1.56326
H 2.13134 -5.81371 1.35599
C -4.61680 1.98288 -0.17288
H 2.98614 5.95365 -3.51432
H -0.39766 6.34905 -0.51788
C 2.66515 -4.94908 3.26871
C 1.38384 -6.88312 -1.82263
H 0.29245 5.10933 2.19467
N -0.32634 1.88173 -2.99733
H 3.07875 0.52706 1.63958
H 1.02552 5.95710 -2.04464
H -0.24633 -5.29288 1.39006
C -2.32208 3.20993 2.95608
C 1.46727 -4.14315 -1.35724
Mn -0.71601 1.56796 0.14191
*
```

Values from the calculation:
Expectation value of S²: 8.7557
Relative energy (zero: lowest compared OMol25 entry of this formula, charge and spin): 0.2358 eV
LUMO energy (alpha / beta): -4.404 / -4.847 eV
M: 723.9 g/mol